[1]
C21H35AsBMnO10P2 | ωB97M-V/def2-TZVPD

Computed properties:
energy above the lowest of the compared OMol25 structures with the same formula, charge and spin = 194.3 kJ/mol
strongest force on any atom = 0.4 eV Å⁻¹

Geometry as ORCA input:
```
! wB97M-V def2-TZVPD RIJCOSX def2/J DEFGRID3
* xyz -1 6
O 2.0780 1.1857 4.0980
C -1.9219 -0.8776 2.1694
C 3.8842 -0.8070 2.7858
H 0.0074 -3.5978 -0.6972
H 0.4009 2.5533 -2.1615
H -0.0487 -0.4173 -7.2555
Mn -0.4598 -0.2648 0.3928
H 4.0015 -1.6246 -0.9793
H -1.8259 5.1857 -0.5553
H 1.7395 3.2914 -1.1776
P 2.9360 -0.2846 0.2770
O 4.6219 1.1947 1.7014
H 4.1048 -0.4094 3.7748
C 0.9190 -2.3588 -4.6364
C 3.4876 0.3546 1.8870
H 3.0659 -1.5210 2.8722
B -0.1586 -0.6090 -1.6994
H -0.9142 1.0200 -5.4025
H 1.7408 3.1469 1.5692
C 0.7297 -1.9242 -5.9496
H -4.3787 -0.4408 -0.2444
O 1.8023 -1.2405 0.3101
O 2.4513 2.8063 2.1398
C -2.1874 0.0283 3.3319
C -1.4506 3.3554 2.1639
H 4.7635 -1.3084 2.3784
H 0.9731 -2.6658 2.8033
H -2.0529 3.8061 -1.6576
H -1.3843 4.4137 2.4188
C -0.9529 -2.4732 0.8564
H -4.6293 -0.1393 1.4763
H -3.5640 0.9192 0.5287
C -2.1035 -1.9340 0.1545
H 0.8672 -3.6039 0.8302
H 4.2825 2.0895 1.5582
H -2.7711 0.8969 3.0277
C -0.2178 -0.3560 -3.9129
As -0.6368 3.0892 0.2989
C 0.6846 3.3227 -1.4433
C 0.4340 -1.5490 -3.6348
O 4.2552 -0.9257 -0.3640
H -0.8758 2.7515 2.8616
H -0.3098 -2.6456 4.0169
H -2.7438 -0.4951 4.1163
O 0.8164 0.9167 1.8381
C -3.8884 -0.1152 0.6734
H -1.2522 0.3870 3.7648
C -2.0302 4.1149 -0.6133
H 1.4248 -3.2879 -4.4096
H -0.6027 -4.5776 0.6480
C 0.1326 -2.0873 3.1862
H 1.0975 -2.5322 -6.7660
O 2.7049 0.9744 -0.6768
C -0.8772 -1.8388 2.1080
H 0.5248 -1.1492 3.5847
H 0.4263 4.3202 -1.7954
C -2.7121 -0.9854 0.9944
O -0.5915 0.2322 -2.7398
C -0.4089 0.0851 -5.2013
O -1.1911 1.4895 -0.0178
H -1.8536 -2.8404 -1.7803
C 0.0799 -0.7266 -6.2264
C -0.1249 -3.6282 0.3832
O 0.4862 -1.7267 -2.2850
H -2.9922 3.9038 -0.1478
H -2.4921 3.0309 2.1264
C -2.6532 -2.4871 -1.1290
H -3.2219 -1.7356 -1.6780
H -3.3159 -3.3357 -0.9311
P 2.0478 1.2956 2.6283
H 1.8235 1.3661 -0.5661
*
```

[2]
C6H10O3Si | ωB97M-V/def2-TZVPD

Computed properties:
energy above the lowest of the compared OMol25 structures with the same formula, charge and spin = 244.6 kJ/mol
strongest force on any atom = 6.1 eV Å⁻¹

Geometry as ORCA input:
```
! wB97M-V def2-TZVPD RIJCOSX def2/J DEFGRID3
* xyz 0 1
H 2.4435 1.7557 -0.8031
C 1.1483 -2.3485 0.4048
H 2.2940 -2.4279 0.1567
H -1.9914 1.7855 -0.8224
H -2.2815 -2.3561 0.0286
H 0.7613 -3.0366 -0.2152
C -2.2558 1.7685 0.3012
H 0.8222 1.3771 -1.2763
H 1.3374 2.2687 0.2118
H 1.1865 -2.5996 1.5151
C 1.5219 0.1843 0.3800
C 0.5043 -0.9400 0.1620
O 2.2895 -0.0728 1.2499
H -3.0054 2.4477 0.3105
C -2.6366 0.2529 0.3093
C 1.5074 1.4033 -0.4678
O -0.1783 -1.0421 -1.1083
O -3.7396 -0.1718 0.5194
Si -1.4833 -1.2377 -0.0155
H -1.3595 2.0453 0.8396
*
```

[3]
C4H4ClNO2 | ωB97M-V/def2-TZVPD

Computed properties:
energy above the lowest of the compared OMol25 structures with the same formula, charge and spin = 138.3 kJ/mol
strongest force on any atom = 1.9 eV Å⁻¹

Geometry as ORCA input:
```
! wB97M-V def2-TZVPD RIJCOSX def2/J DEFGRID3
* xyz 0 1
Cl 2.7042 -0.6312 0.0061
H 1.9095 1.3865 -0.8412
H -0.0598 -1.6822 0.1042
C 1.6116 0.8326 -0.0009
H -2.6915 -2.0388 -0.0209
N -2.0028 0.9988 0.0356
C -1.8853 -0.3065 0.0348
O -2.9714 -1.1073 -0.0204
C 0.1885 0.4499 -0.0542
C -0.5030 -0.7062 -0.0114
H 1.8788 1.4572 0.8716
O -0.7111 1.4820 -0.0142
*
```

[4]
C14H20I2IrN5O6 | ωB97M-V/def2-TZVPD

Computed properties:
energy above the lowest of the compared OMol25 structures with the same formula, charge and spin = 228.5 kJ/mol
strongest force on any atom = 2.9 eV Å⁻¹

Geometry as ORCA input:
```
! wB97M-V def2-TZVPD RIJCOSX def2/J DEFGRID3
* xyz 3 2
O 3.0093 1.0361 -1.7099
C -3.6518 -2.3838 -0.4871
O 2.0460 -1.3327 -0.1265
C 2.3449 0.3167 3.6134
H -5.7781 -4.8238 1.6966
H 1.9634 6.0675 1.1048
I 0.5126 -0.3367 2.7696
C 3.8137 4.5220 -1.2944
C 1.8754 4.0075 0.5553
H 2.7796 -0.5012 4.1762
N 2.3032 3.0262 -0.2216
C -0.3671 -0.6998 -1.7696
H -1.5250 -2.4360 -2.0364
C -2.5743 -1.2877 -0.5168
H -5.6965 -3.3784 0.7872
H 0.1982 1.2137 -1.9429
N -5.2235 -4.1887 1.1446
C 3.6281 2.0672 -1.9161
C -3.9508 -4.4538 0.8811
H 3.7539 6.5580 -0.5918
O 0.3667 4.2827 2.3606
I 3.7061 0.8657 2.0763
H -3.0984 -0.3306 -0.4955
Ir 1.6053 1.0427 0.2679
N -3.4078 -5.5724 1.3541
O 4.5836 2.2176 -2.7863
H 4.7835 1.3936 -3.2637
H -1.0019 0.9570 -0.8019
H -3.9666 -2.6080 -1.5093
C 3.2633 3.2695 -1.1389
O 0.5965 2.2585 1.4458
C 3.3442 5.5621 -0.4873
O 0.6831 -3.1992 -0.3197
C 0.8621 3.5621 1.5543
C 2.3630 5.3049 0.4491
H -3.9525 -6.2338 1.8840
H -4.5188 -2.0013 0.0452
H -1.9642 -1.3441 0.3900
C 1.3052 -2.2297 -0.2863
H 4.5907 4.6849 -2.0285
N -3.1948 -3.6151 0.1591
N -0.1828 0.5604 -1.2601
H -2.2625 -3.9307 -0.0598
H 0.2699 -0.8966 -2.6278
H 2.1502 1.1886 4.2274
H -2.4596 -5.8351 1.1456
C -1.6952 -1.3887 -1.7755
H -2.2293 -0.9574 -2.6346
*
```

[5]
C11H60NO18 | ωB97M-V/def2-TZVPD

Computed properties:
energy above the lowest of the compared OMol25 structures with the same formula, charge and spin = 303.9 kJ/mol
strongest force on any atom = 10.1 eV Å⁻¹

Geometry as ORCA input:
```
! wB97M-V def2-TZVPD RIJCOSX def2/J DEFGRID3
* xyz 1 1
H -3.5971 5.9370 -1.7053
H 1.4499 1.2410 1.5147
H -3.4711 3.6760 -2.8363
H -2.8201 -3.1080 3.6117
H -5.1401 3.9610 -1.0043
H -5.8361 3.8710 0.5977
H 1.2129 -5.5760 0.4327
C -1.0601 1.9250 0.1867
O 1.0639 4.7950 1.6097
O 4.6079 -0.4140 -1.1823
H 1.6889 5.5640 1.6387
C 1.6409 0.3700 0.8607
H -3.2011 2.3940 0.6897
H -1.8101 -4.4450 -2.8033
H -2.8171 4.2730 2.2507
H 4.2919 -2.9540 -4.0473
H -0.0421 -4.3580 -4.8233
H 2.0439 4.0610 0.6347
C 1.7799 -1.3330 2.6407
H 0.5089 -2.7110 -2.8773
C 0.0609 -0.9480 -0.5363
H 1.5699 -2.2950 -0.1943
H 4.1679 -4.7580 -2.5723
C 1.2489 -1.9100 -0.9683
H 0.1249 5.9380 -1.8633
O -4.0831 4.2130 -2.3843
O 2.6419 -3.7360 4.8487
H -0.4511 -3.6300 4.4587
H -1.2531 4.2440 1.9327
N 0.3239 -0.2730 0.7817
O -3.7081 0.2600 2.9697
H -2.3051 6.4210 -0.8203
H -0.8861 1.0730 2.1417
H 2.9969 -1.3760 0.8287
H 1.8059 -0.9680 3.5757
H 1.8299 -1.2640 -1.4473
H -1.8001 0.1390 1.0807
H 3.2299 4.1160 -0.4973
O -0.7051 -4.7980 -4.3773
H 1.8489 -3.9220 4.2647
H 0.0289 -0.2280 -1.3803
O -0.0451 1.0010 -3.6903
H 2.0569 0.4220 -0.1363
O 2.6169 3.4450 -0.1433
H -2.4381 -5.0580 -1.4693
H 0.3539 1.8050 -3.4493
H 2.0789 -2.3650 2.6407
C 2.5849 -0.7180 1.5177
O 3.9429 -3.8090 -4.0963
O -5.8671 3.6710 -0.3783
H 0.1229 0.6830 -4.4623
H -0.4391 -5.6380 0.4237
H -4.4041 -0.3090 2.4777
O 4.5399 -5.1940 -1.7933
H 0.1979 -3.7270 -1.6403
H -1.1051 1.5330 -0.8613
H 2.3399 -2.9130 5.2407
H -0.6311 -2.6250 5.7427
H 4.7559 -0.5890 -2.0593
O -2.5421 -3.5940 2.7777
O -2.5871 -4.5040 -2.3323
O -0.1981 -2.7900 4.8727
H 1.7149 2.9810 -2.1703
H 0.6809 5.0300 2.4517
H -3.3321 -3.6370 2.2887
H -0.5191 -5.6870 -4.2773
O 0.3569 -5.1290 0.7477
H -0.3531 -0.8750 2.8637
H 4.7439 0.5560 -1.0263
H -0.8601 -1.3720 -0.4543
H -0.2591 2.5070 0.3817
O -3.2311 6.5400 -1.0193
O -0.1401 5.2120 -1.2043
H -0.0811 -2.2980 1.8357
H 5.2909 -4.6930 -1.1723
H -1.9431 2.7970 2.4977
H -3.5301 -0.3650 3.5037
O 1.0519 3.2630 -2.7443
C -2.1251 3.5110 1.8657
H 0.3369 5.2580 -0.4093
C 0.3529 -1.2360 1.9987
C -0.8641 0.6350 1.0837
H 2.9919 -3.8540 -4.3363
C -2.2821 2.8860 0.4007
H -4.1991 4.8570 -3.0683
H 0.5379 3.8610 -2.0193
H 3.2539 -0.2130 1.9997
C 0.8329 -2.9010 -1.9663
H 1.6059 -3.6440 -2.1253
H -2.5441 3.8150 -0.3343
*
```

[6]
C10H20N2OPTb | ωB97M-V/def2-TZVPD

Computed properties:
strongest force on any atom = 3.8 eV Å⁻¹

Geometry as ORCA input:
```
! wB97M-V def2-TZVPD RIJCOSX def2/J DEFGRID3
* xyz 0 7
C 1.9450 2.3972 2.5462
H 4.1845 0.4944 -0.2982
P -1.1811 1.7479 -3.7057
H 2.7638 1.6773 2.5966
H -1.1841 2.1019 1.2594
H 2.3379 3.3746 2.2329
H -2.9683 -1.1645 -0.0665
H -2.8510 -5.3836 1.1526
H -1.8834 -2.5976 -2.1021
C -3.1451 -3.1532 0.9779
H -0.4373 3.5582 1.9458
H 1.1499 -1.2029 -0.7399
H 1.8032 0.2072 -1.9541
C -2.7668 -4.4779 0.5654
O -0.0460 0.8634 -0.0494
H 3.6261 2.0641 0.3250
H -1.8522 -5.2178 -1.3905
H -3.6121 -2.8848 1.9399
Tb -0.3143 0.0501 -1.8987
N 0.8833 1.9454 1.6495
C -2.1907 -3.0138 -1.1437
H 2.8822 -0.9520 -1.1435
C -2.7943 -2.2449 -0.0560
C -2.2462 -4.4137 -0.7639
H 3.8741 0.6808 1.4448
H -0.9069 3.1248 -3.9886
C 1.0301 1.1264 0.6236
H -2.5122 1.8622 -3.1010
C 3.5331 0.9726 0.4407
C -0.4457 2.4662 1.9730
H 1.5047 2.4937 3.5432
N 2.1634 0.5059 0.1982
H -1.5708 1.2712 -5.0210
H -0.7285 2.1366 2.9766
C 1.9558 -0.4154 -0.9685
*
```

[7]
C11H18N4O3S | ωB97M-V/def2-TZVPD

Computed properties:
energy above the lowest of the compared OMol25 structures with the same formula, charge and spin = 96.8 kJ/mol
strongest force on any atom = 1.0 eV Å⁻¹

Geometry as ORCA input:
```
! wB97M-V def2-TZVPD RIJCOSX def2/J DEFGRID3
* xyz 0 1
H 4.6535 1.6184 0.4297
C 4.6067 0.8937 -0.3823
H -1.9826 1.4541 1.8870
N 0.3994 2.4836 0.0625
H 5.2039 1.2799 -1.2064
N -2.1060 -1.4848 0.0865
C -0.3029 1.6802 -0.7717
H -3.4615 -1.3054 1.6021
C -1.3835 1.1596 -0.1102
H 0.0776 2.9862 2.0836
H 2.4875 -0.1271 1.1004
C -0.2303 2.4534 1.2069
C 5.1176 -0.4789 0.1025
N -1.3256 1.6679 1.1546
O -2.5296 -0.1840 -1.9909
N 1.4861 -1.1208 -0.3764
H -1.7776 -1.4846 2.1760
H -2.6576 -2.8857 1.5134
H 2.5387 1.5680 -0.6585
O -3.8407 0.3207 0.0504
H 3.0938 0.3727 -1.8448
H 1.5004 -1.4947 -1.3129
H -0.6950 -2.9759 -0.1900
C 3.9069 -1.4194 0.0772
S -2.6001 -0.0401 -0.5687
H 5.9164 -0.8565 -0.5343
H 3.9006 -2.1144 0.9148
C 3.1506 0.6796 -0.7982
H -0.7784 -1.7042 -1.4371
O 0.2476 -0.7041 1.4602
H 5.5142 -0.3981 1.1137
C 2.6957 -0.4817 0.0880
H -0.0123 1.5271 -1.7905
H 3.8950 -2.0004 -0.8475
C -0.8025 -1.8993 -0.3632
C 0.3518 -1.1714 0.3412
C -2.5117 -1.8070 1.4348
*
```

[8]
C36H65Br2ClN2O23P | ωB97M-V/def2-TZVPD

Computed properties:
strongest force on any atom = 5.3 eV Å⁻¹

Geometry as ORCA input:
```
! wB97M-V def2-TZVPD RIJCOSX def2/J DEFGRID3
* xyz 1 1
C 2.3961 3.7060 -0.8588
C -1.0413 1.7421 -1.3833
H -1.1461 0.7416 -0.8165
O -3.4073 2.3149 -0.8783
C -14.9329 -0.8324 2.3611
H -7.3392 0.2961 1.2014
H 6.6332 5.2763 -6.2168
H -15.3444 -1.8065 2.0864
H -5.6943 -4.7283 1.2920
H -15.4973 -0.0589 1.8391
H -11.6536 -4.1568 2.6097
H -2.8837 -0.3265 7.2419
C 10.2016 10.0378 -1.6868
C 9.2204 7.7025 -3.3303
H 5.9987 -1.0024 -3.1340
C 2.4204 -0.8450 1.7136
H -7.1629 -3.0933 6.2970
H 3.5337 -1.4058 -0.0966
H -2.0511 3.7666 -0.4422
H 5.2232 5.8924 -5.3449
H 9.7098 5.2118 -5.3227
O -0.8807 -0.0172 5.3789
C -4.1047 -6.8139 3.1771
H 3.3279 5.2323 1.4151
O 3.3132 5.9888 0.7864
H 10.9973 10.4005 -2.3421
O 7.8275 1.4838 -6.3271
O 3.2200 -3.4304 -5.1552
C -2.4642 -8.2386 4.0790
H -4.2074 -9.5238 3.9351
H -2.7644 -10.3178 4.5793
C 6.3830 -0.7068 -5.2196
H -9.8985 -4.3775 2.6120
N 2.8815 2.3580 -0.6653
H -2.6766 -7.8483 5.0781
H 5.6518 0.0943 -5.3497
C 5.6555 5.0053 -5.8127
O -4.3148 -5.9704 2.1520
O 9.4116 7.0544 -4.4915
H -10.4870 -2.1889 3.7162
C 5.9978 -1.5964 -4.0516
O 0.8932 -0.9958 6.1486
C -2.2048 2.6956 -0.8427
H 1.8646 -4.6714 -6.0505
C 4.5191 -3.0841 -5.1207
H 6.3892 4.1405 -3.9571
H 2.5707 -1.9218 6.8605
C -5.6522 -5.4770 2.0821
C 2.6188 -0.8239 0.2969
H -10.7471 -3.8527 1.1386
C -12.7473 -1.5645 2.6097
H 3.2361 -0.3966 2.3898
C 8.9090 9.8673 -2.4636
H 4.7672 3.6418 -4.4215
C 7.5524 2.6575 -5.7354
H 2.0384 -0.5078 -1.8244
H 10.0667 10.7442 -0.8653
C 9.1668 1.3820 -6.8075
O 8.3336 3.5557 -5.5412
C -0.4422 -1.0949 6.0465
O -4.9119 -7.1125 4.0220
H 6.7127 -2.4117 -3.9091
N 0.9871 3.6100 -1.1093
C -10.7115 -3.7584 2.2269
H 10.6479 5.5183 -3.8541
H 5.0333 4.7102 -6.6612
H -9.5585 -1.9558 2.2397
H -15.0304 -0.6646 3.4360
H -2.6025 1.3693 6.8901
O -13.0572 -2.2858 3.5249
H -1.2012 1.4677 -2.4906
O -6.4868 -2.1207 4.6304
Br 5.4512 5.1786 -1.4598
O -1.1227 -1.9826 6.4940
H 8.8891 5.1698 -3.7589
C -10.5163 -2.3085 2.6292
H -2.9029 -9.9537 2.8433
O -5.7614 -1.0899 2.8584
H 3.5290 -5.2736 -6.0877
H 3.0268 -3.9227 -7.1583
H 1.1943 -1.9243 7.9758
O 4.6680 -2.1164 -4.1987
C 2.9081 -4.3792 -6.1729
H -4.8882 -0.1722 1.2669
H -7.6691 -1.4003 0.8997
H 10.5449 9.0896 -1.2674
C -6.9221 -0.6151 0.7655
C -7.2451 -3.1793 5.2132
C 0.4400 2.2612 -1.1187
H 9.8912 1.5754 -6.0131
H -8.2978 -3.0809 4.9367
O 9.0867 9.0115 -3.6008
C 9.6757 5.6616 -4.3333
O 5.3899 -3.5427 -5.8150
H 1.2157 -3.0194 6.5530
O -2.8508 -7.2878 3.0772
Br 4.6321 1.8685 -0.2693
H 9.3164 0.3642 -7.1697
P 3.2624 5.3904 -0.8394
C -3.0113 0.4432 6.4778
C -3.1205 -9.5876 3.8498
H 8.5942 10.8384 -2.8520
C -6.4040 -2.1878 3.2913
H -6.7768 -0.4635 -0.3059
C 1.4876 -2.0304 6.9288
H 0.6116 -0.5303 -0.6729
C -5.6100 -0.9745 1.4379
H 1.4937 -1.3525 2.1739
H -5.1785 -1.8900 1.0229
H -2.4630 0.8604 4.4515
O -13.5741 -0.7416 1.9417
C 5.7626 3.8703 -4.8110
O -11.5254 -1.4647 2.0589
H -2.6849 -0.8566 4.7647
H -6.8603 -4.1571 4.9151
Cl 0.1319 5.0666 -1.3896
H 8.0997 9.4956 -1.8286
C 1.7615 1.4556 -0.8390
O 9.1998 7.1967 -2.2337
C -2.2977 0.0731 5.1909
H -6.3367 -6.2897 1.8253
H 6.4091 -1.2658 -6.1575
O 6.2456 2.6685 -5.4252
H -5.9511 -5.0067 3.0168
H -4.0808 0.5731 6.3010
H 7.3664 -0.2677 -5.0590
O -6.8548 -3.0670 2.5980
H 9.3183 2.0719 -7.6409
H -1.3803 -8.3498 3.9997
C 1.6783 -0.1322 -0.7951
*
```

| no. | molecular weight (g/mol) | energy (Ha) |
| --- | --- | --- |
| 1 | 650.12 | -5668.28782 |
| 2 | 158.23 | -749.73878 |
| 3 | 133.53 | -820.19558 |
| 4 | 800.37 | -1969.46826 |
| 5 | 494.59 | -1863.60673 |
| 6 | 374.18 | -1743.29512 |
| 7 | 286.36 | -1272.89973 |
| 8 | 1120.14 | -9199.89559 |